Computed, not measured: an isolated molecule of C3H5IN2O4S, with the ωB97M-V functional and the def2-TZVPD basis.

Computed properties:
- LUMO level: -0.001 hartree
- Frontier orbital gap: 9.02 eV
- 2S+1: 1
- M: 292.1 g mol⁻¹
- Energy relative to the best compared isomer or geometry (same formula, charge and spin): 1.2300 eV

Last column: Mulliken charge in e.
Geometry (Å):
C  -1.07  1.89  0.09  -0.243
C  -0.63  -0.28  1.25  -0.259
C  0.53  -1.13  1.49  -0.122
N  -0.62  0.64  0.12  0.365
N  0.56  -2.26  1.99  -0.557
O  0.66  -1.32  -1.27  -0.619
O  -0.81  2.65  -0.94  -0.305
O  -0.69  0.23  -2.53  -0.466
O  1.26  1.08  -1.54  -0.530
S  0.31  0.05  -1.29  1.012
I  2.41  0.16  1.37  0.021
H  -1.50  -0.97  1.22  0.278
H  -0.64  0.33  2.24  0.358
H  1.42  -2.70  2.29  0.343
H  -1.02  -0.61  -2.83  0.363
H  -0.15  2.23  -1.65  0.361